# 1
C32H35N5O8PS3SbW | wB97M-V/def2-TZVPD

```
! RIJCOSX wB97M-V def2-TZVPD def2/J DEFGRID3
* xyz 1 2
W 1.2027 -0.5169 0.6385
C -4.9130 -1.3688 0.9906
C -4.5582 -0.1085 1.6387
C -3.3767 0.4912 1.4589
C -2.3229 -0.1233 0.6496
C -2.5920 -1.5214 0.0924
C -3.9973 -2.0145 0.2817
N -1.2064 0.4750 0.3949
C -1.1808 1.8983 0.4046
C -2.1309 2.5632 -0.3708
C -2.1647 3.9419 -0.4863
C -1.2462 4.7355 0.1868
C -0.3068 4.1075 0.9738
C -0.2433 2.7158 1.0668
N 0.7755 2.3111 1.9618
N 1.1914 1.1502 1.9682
C 2.1361 0.7449 2.9912
C 2.6782 1.5089 3.9779
C 3.6076 0.8611 4.7960
C 3.9041 -0.4720 4.5766
C 3.2797 -1.1494 3.5297
N 2.4066 -0.5295 2.7649
H -5.9086 -1.7724 1.1169
H -5.2823 0.3521 2.3011
H -3.1572 1.4233 1.9606
H -2.4082 -1.4604 -0.9845
H -4.2320 -2.9689 -0.1787
H -2.8541 1.9686 -0.9132
H -2.9273 4.4004 -1.1035
H -1.2731 5.8129 0.1050
H 0.4233 4.6724 1.5397
H 2.4112 2.5494 4.0931
H 4.0956 1.4031 5.5950
H 4.6127 -0.9987 5.1999
H 3.4821 -2.1897 3.3136
O -0.3794 -2.3226 -0.0033
C -1.6366 -2.6128 0.6139
C -1.6155 -2.6405 2.1111
C -2.5035 -3.4481 2.8018
C -2.5637 -3.3654 4.1758
C -1.7493 -2.5128 4.8977
C -0.8501 -1.7204 4.2133
C -0.7816 -1.7710 2.8154
O 0.0922 -0.9809 2.2230
N -3.5340 -4.2140 4.8954
O -3.5777 -4.1134 6.1031
O -4.2807 -4.9004 4.2265
H -1.9750 -3.5794 0.2307
H -3.1562 -4.1399 2.2852
H -1.8242 -2.4851 5.9752
H -0.1897 -1.0453 4.7423
S 4.8238 -2.4312 -1.7465
Sb 3.8622 -2.0371 0.1966
S 1.0447 -3.0231 0.6367
S 3.5508 0.3382 0.3892
C 4.8724 1.5062 -3.1855
C 3.3801 1.6686 -3.3683
C 2.8533 2.9279 -2.7121
C 2.9789 1.5690 -4.8259
O 2.8202 0.4901 -2.6516
P 1.4538 0.1892 -2.0425
O 1.0339 1.0192 -0.7997
O 1.4573 -1.1828 -1.3291
O 0.4724 0.3323 -3.2201
C -0.7327 -0.3557 -3.7584
C -0.6105 -1.8498 -3.5439
C -1.9253 0.2444 -3.0474
C -0.7187 -0.0028 -5.2293
H 5.3911 2.3274 -3.6835
H 5.2076 0.5615 -3.6125
H 5.1298 1.5130 -2.1267
H 3.2581 3.7896 -3.2448
H 3.1584 2.9808 -1.6662
H 1.7625 2.9888 -2.7640
H 3.4640 2.3760 -5.3775
H 1.9013 1.6626 -4.9587
H 3.3071 0.6185 -5.2481
H -0.5901 -2.1203 -2.4901
H 0.2978 -2.2374 -4.0074
H -1.4677 -2.3296 -4.0201
H -1.7821 0.1788 -1.9703
H -2.8350 -0.2946 -3.3215
H -2.0498 1.2953 -3.3135
H 0.1599 -0.4208 -5.7214
H -0.7190 1.0790 -5.3670
H -1.6104 -0.4117 -5.7074
*
```

Properties
E_HOMO (alpha / beta) = -10.3 / -10.3 eV

***

# 2
CHClNO2S | wB97M-V/def2-TZVPD

```
! RIJCOSX wB97M-V def2-TZVPD def2/J DEFGRID3
* xyz -1 1
C 1.0098 -3.4671 0.0581
N 0.8204 -1.2294 -1.5252
O 1.8465 -2.9620 0.6508
O 0.1564 -4.0970 -0.3825
S -0.0646 -1.0000 -0.2323
Cl 0.5900 -0.1387 -2.8867
H 0.2347 0.3094 0.3479
*
```

Properties
E_HOMO = -2.5 eV

***

# 3
C17H13Cl2N2O5Tc | wB97M-V/def2-TZVPD

```
! RIJCOSX wB97M-V def2-TZVPD def2/J DEFGRID3
* xyz 1 2
Tc 0.2233 0.7484 -0.4966
C 4.1135 -0.6830 -1.3588
O 4.7670 0.0430 -0.3047
C 4.1427 0.3020 0.8530
C 4.9639 0.5019 1.9519
C 4.4459 0.7547 3.2122
C 3.0687 0.8116 3.4071
C 2.2234 0.6569 2.3276
C 0.8016 0.7097 2.5419
N -0.0590 0.6622 1.6099
N -1.3785 0.6618 2.0274
C -2.1614 0.6382 1.0071
O -1.6051 0.5788 -0.2249
C -3.6157 0.6498 1.0782
C -4.2362 0.7554 2.3217
C -5.6162 0.7597 2.3970
C -6.3760 0.6623 1.2366
C -5.7563 0.5590 -0.0004
C -4.3740 0.5531 -0.0840
C 2.7584 0.4291 1.0520
O 1.9211 0.3685 -0.0170
H 4.9134 -1.0196 -2.0085
H 3.4332 -0.0447 -1.9189
H 3.5846 -1.5473 -0.9590
H 6.0320 0.4342 1.7858
H 5.1171 0.8930 4.0496
H 2.6530 0.9800 4.3923
H 0.4288 0.7714 3.5581
H -3.6331 0.8323 3.2162
H -6.1026 0.8403 3.3598
H -7.4567 0.6675 1.2991
H -6.3499 0.4819 -0.9013
H -3.8871 0.4717 -1.0470
Cl 0.5622 4.5531 -3.6759
C 1.1487 2.9194 -3.4726
Cl 2.8788 2.8499 -3.0576
C 0.4631 2.2153 -2.3308
O -0.0198 2.6530 -1.2353
O 0.4384 0.9185 -2.4506
H 1.0020 2.3537 -4.3840
*
```

Properties
E_HOMO (alpha / beta) = -11.8 / -11.7 eV

***

# 4
C15H24CsN3O9 | wB97M-V/def2-TZVPD

```
! RIJCOSX wB97M-V def2-TZVPD def2/J DEFGRID3
* xyz 0 1
Cs -1.3776 -0.4439 -0.2030
C 1.6895 -3.3137 -1.6395
O 0.9554 -3.0904 -0.4526
C 1.7930 -2.9102 0.6825
C 2.5741 -1.6094 0.6086
O 2.9026 -1.1517 1.9207
C 1.8100 -0.4754 2.5273
C 1.7639 0.9590 2.0582
O 0.5246 1.4937 2.5124
C 0.3848 2.8626 2.1773
H 2.3490 -4.1825 -1.5402
H 2.2925 -2.4452 -1.9238
H 0.9718 -3.5024 -2.4347
H 2.4551 -3.7743 0.8059
H 1.1279 -2.8852 1.5455
H 1.9650 -0.8938 0.0475
H 3.5210 -1.7012 0.0788
H 1.9550 -0.5286 3.6082
H 0.8482 -0.9591 2.3201
H 1.8175 1.0143 0.9670
H 2.6052 1.5279 2.4667
H 1.1621 3.4662 2.6542
H -0.5875 3.2053 2.5257
H 0.4384 3.0040 1.0935
O 0.7584 0.6130 -1.2644
C 1.0418 1.1091 -2.3540
C 0.1120 1.4832 -3.3996
C 0.7064 2.0683 -4.5321
C -0.0753 2.4846 -5.5606
C -1.4740 2.3524 -5.5285
C -2.0788 1.7883 -4.4437
C -1.3173 1.3109 -3.3179
O -1.8677 0.7678 -2.3169
N 0.5714 3.0991 -6.7521
O 1.7843 3.1732 -6.7695
O -0.1561 3.4381 -7.6664
H 2.1035 1.3028 -2.5877
H 1.7813 2.1901 -4.5819
H -2.0587 2.7020 -6.3682
H -3.1544 1.6765 -4.4020
C -4.4499 -2.0805 4.1674
O -3.5894 -1.8179 3.0544
C -2.3795 -1.2557 3.2545
O -1.6413 -1.0833 2.3059
N -2.0719 -0.8967 4.5267
N -0.8620 -0.2288 4.7855
H -5.3068 -2.6064 3.7633
H -4.7929 -1.1516 4.6262
H -3.9552 -2.7156 4.9022
H -2.7802 -0.8393 5.2325
H -0.1357 -0.9329 4.8222
H -0.6536 0.3830 3.9986
*
```

Properties
E_HOMO = -7.7 eV

***

# 5
C7H8O3S | wB97M-V/def2-TZVPD

```
! RIJCOSX wB97M-V def2-TZVPD def2/J DEFGRID3
* xyz 0 1
C 0.8307 -2.0768 -0.1165
C 0.6496 -0.6828 -0.8270
C -0.7828 -0.0345 -0.4679
C -2.0697 -0.2863 -0.8672
O -2.8348 0.5652 -0.1825
C -2.1248 1.3158 0.6646
C -0.8013 1.0357 0.4939
C 0.5522 1.4328 1.0810
S 1.7139 0.5508 -0.0539
O 2.7325 -0.1194 0.6918
O 2.1810 1.3678 -1.1701
H -0.0495 -2.6927 -0.4353
H 0.8868 -1.7930 0.9898
H 1.8418 -2.5913 -0.4164
H 0.7157 -0.7860 -1.8922
H -2.3138 -0.9645 -1.6633
H -2.5482 2.1500 1.1204
H 0.5841 2.4272 0.9163
H 0.8365 1.1821 2.1346
*
```

Properties
E_HOMO = -9.4 eV
SMILES = C[C@H]1c2cocc2CS1(=O)=O

***

# 6
C6H14N5 | wB97M-V/def2-TZVPD

```
! RIJCOSX wB97M-V def2-TZVPD def2/J DEFGRID3
* xyz 1 1
C 1.0859 2.6216 -0.5591
C 2.2678 1.9458 -0.6093
C -0.0664 1.9564 -0.1807
C 2.1761 0.5583 -0.3266
C -4.5543 -0.9504 -0.3512
C -3.4947 -0.3505 0.5263
N -0.0813 0.6512 0.0629
N 1.0811 -0.0484 0.0150
N 5.9740 -1.8705 0.5046
N 5.1857 -1.2476 -0.1178
N -2.1272 -1.0862 0.3523
H 0.9069 3.6981 -0.8824
H 3.1150 2.4061 -1.2096
H -1.0544 2.5274 -0.0564
H -1.7489 -1.5240 1.2978
H -4.2063 -0.8725 -1.3916
H -4.5418 -1.9242 -0.0565
H -5.5201 -0.5715 -0.1269
H -3.7146 -0.2970 1.6310
H -3.3704 0.6509 0.3074
H 6.6490 -1.5236 1.2831
H 6.2583 -2.8754 0.3876
H 3.1016 -0.1115 -0.5017
H -0.9481 0.0920 0.2189
H -2.3729 -1.8544 -0.2170
*
```

Properties
E_HOMO = -10.9 eV